Computed, not measured: a 4-piece molecular cluster, C3H16NO4 overall, with the ωB97M-V functional and the def2-TZVPD basis.

Kohn-Sham gap (alpha / beta): 3.0 / 10.6 eV
Calculated total energy: -13045.72952 eV
Max |F|: 0.1189 hartree/bohr
E_HOMO (alpha / beta): -2.71 / -10.39 eV
LUMO energy (alpha / beta): 0.28 / 0.18 eV
Multiplicity: 2

CARTESIAN COORDINATES (ANGSTROEM)
N -1.467 0.764 1.648
H -0.859 -1.395 -3.053
C 0.864 0.711 0.684
O -0.506 -0.926 -2.279
H 0.577 -1.452 0.453
H 2.164 1.205 -1.952
H 0.048 2.153 2.195
H 1.864 -1.050 1.622
H 0.126 0.356 -1.295
H -1.910 1.580 1.424
H 1.690 0.267 -3.089
H -1.790 0.209 2.436
O -0.046 0.885 -0.344
H -1.438 0.204 0.754
H -0.196 -1.664 -1.676
O 1.862 0.413 -2.240
O -2.228 -0.949 -0.292
H 0.205 0.429 2.864
C 0.010 1.046 1.972
H -2.179 -1.847 -0.121
C 1.358 -0.693 0.749
H -1.910 -0.928 -1.242
H 2.148 -0.874 -0.029
H 1.614 1.555 0.810

Charges obtained by Löwdin population analysis, quoted in units of e: N 0.15; H 0.04; C -0.48; O -0.23; H 0.06; H 0.01; H 0.13; H 0.06; H 0.13; H 0.10; H -0.02; H 0.14; O -0.18; H 0.08; H 0.01; O 0.02; O -0.14; H 0.12; C -0.10; H -0.04; C -0.12; H 0.02; H 0.08; H 0.15

=====

Computed, not measured: a 5-piece molecular cluster, C3H16NO4 overall, with the ωB97M-V functional and the def2-TZVPD basis.

Kohn-Sham gap: 10.3 eV
Calculated total energy: -13043.37869 eV
Max |F|: 0.0680 hartree/bohr
E_HOMO: -14.53 eV
Charge: +1
LUMO energy: -4.25 eV

CARTESIAN COORDINATES (ANGSTROEM)
H 2.835 1.462 0.023
C 0.165 -1.745 -0.765
H 1.349 0.644 0.719
H -2.981 -1.564 2.528
H -1.734 -0.884 -0.081
H 4.167 0.529 0.184
H -1.285 -1.293 -3.581
N -0.450 -0.158 1.196
H -1.303 -0.096 1.756
H -1.491 0.238 -3.651
H 0.667 -2.132 0.118
H -0.815 0.332 -0.859
H 0.939 -1.460 -1.457
H -3.533 -0.206 2.867
O 3.222 0.639 0.373
H 1.231 3.058 0.376
H -0.486 -2.519 -1.181
H 1.123 0.492 2.510
C -0.663 -0.555 -0.223
H 1.388 3.358 -1.074
O -2.977 -0.650 2.214
O 1.489 2.622 -0.453
C 0.660 0.412 1.521
O -1.517 -0.521 -3.059

Charges obtained by Löwdin population analysis, quoted in units of e: H 0.00; C -0.05; H 0.04; H 0.08; H 0.12; H 0.07; H 0.05; N 0.05; H 0.11; H 0.05; H 0.08; H 0.12; H 0.07; H 0.08; O -0.08; H 0.07; H 0.08; H 0.14; C -0.19; H 0.08; O -0.04; O -0.05; C 0.16; O -0.04

=====

Computed, not measured: a 5-piece molecular cluster, C3H16O5 overall, with the ωB97M-V functional and the def2-TZVPD basis.

SMILES: CC(C)O.O.O.O.O
Kohn-Sham gap: 10.1 eV
Calculated total energy: -13607.89993 eV
Max |F|: 0.0217 hartree/bohr
E_HOMO: -10.10 eV
LUMO energy: 0.01 eV

CARTESIAN COORDINATES (ANGSTROEM)
C 0.692 -0.175 -2.778
H 1.943 -0.560 -0.504
O -2.678 0.368 -0.460
H 1.307 -1.058 -2.622
H 2.337 1.862 -3.320
H -2.733 1.078 3.318
H 0.802 0.565 0.168
H -1.419 -0.981 2.166
H 0.638 1.834 -1.823
C 1.275 0.949 -1.905
H -2.616 0.002 0.430
C 1.666 0.494 -0.503
H 0.780 0.207 -3.792
H 2.248 -1.307 2.582
H -0.338 -0.427 -2.525
H -3.702 -0.091 3.117
O -0.849 -1.468 1.550
H -3.185 1.178 -0.341
O 2.521 1.377 -2.510
O -2.833 0.238 2.854
H -1.187 -1.249 0.675
H 1.084 -2.220 2.936
H 2.420 1.129 -0.045
O 1.827 -1.744 3.330

Charges obtained by Löwdin population analysis, quoted in units of e: C -0.05; H 0.08; O -0.05; H 0.08; H 0.08; H 0.06; H 0.07; H 0.00; H 0.13; C -0.47; H -0.01; C -0.06; H 0.07; H 0.02; H 0.07; H 0.07; O -0.06; H 0.04; O -0.08; O -0.04; H 0.01; H 0.01; H 0.08; O -0.07

=====

Computed, not measured: a 5-piece molecular cluster, C3H17NO6 overall, with the ωB97M-V functional and the def2-TZVPD basis.

SMILES: OCCNCO.O.O.O.O
Kohn-Sham gap: 9.2 eV
Calculated total energy: -17160.02274 eV
Max |F|: 0.0894 hartree/bohr
E_HOMO: -9.16 eV
LUMO energy: -0.01 eV

CARTESIAN COORDINATES (ANGSTROEM)
H -1.449 2.347 1.731
H -0.525 -0.895 -1.144
H 2.173 -0.564 1.391
H -0.190 0.059 -3.398
O 0.640 -0.223 -3.004
H 0.345 0.484 1.960
H 1.091 1.490 -0.395
C 0.760 1.440 1.586
H -3.440 -1.084 -0.842
N 1.658 1.311 0.423
H -0.407 -0.924 0.243
H 3.243 0.076 -0.109
O 1.555 -0.884 -0.432
O -0.817 1.937 -0.145
C -0.489 2.310 1.212
H 1.055 -0.852 -3.605
C 2.297 -0.044 0.450
H 1.503 -0.660 -1.371
H -0.271 3.434 1.293
H -1.290 2.664 -0.562
H 1.238 2.053 2.376
O -0.944 -1.376 -0.420
O -3.597 -0.517 -0.079
O -0.333 -4.250 0.881
H -0.314 -3.421 0.383
H -0.733 -3.891 1.687
H -2.763 -0.022 -0.110

Charges obtained by Löwdin population analysis, quoted in units of e: H 0.11; H 0.01; H 0.12; H 0.07; O -0.03; H 0.11; H 0.08; C -0.21; H 0.02; N -0.04; H 0.03; H 0.12; O -0.12; O -0.12; C -0.21; H 0.07; C -0.21; H 0.04; H 0.13; H 0.09; H 0.11; O -0.06; O -0.08; O -0.07; H 0.00; H 0.03; H -0.01